DFT (wB97M-V/def2-TZVPD) results for a structure of composition C5H6F15HfN5O25S9 at a distorted geometry.

Properties
* gap between HOMO and LUMO: 6.52 eV

ORCA input file:
```
! wB97M-V def2-TZVPD RIJCOSX def2/J DEFGRID3
* xyz -2 1
Hf -0.0890 -0.6606 -0.1094
C 0.5253 -1.0315 4.7838
F 1.2477 -0.7229 5.8548
F 0.8091 -2.2207 4.2506
F -0.7869 -0.9727 5.0427
S 1.0460 0.2484 3.4037
O 0.3261 1.5497 3.6126
O 2.4479 0.5223 3.4807
O 0.5707 -0.3129 2.1027
C -4.3853 0.3354 2.1055
F -5.2113 1.1386 2.6565
F -3.9080 -0.5171 2.9533
F -4.9059 -0.3129 1.0871
S -2.7690 1.2755 1.5278
O -2.1666 1.9610 2.6694
O -1.8411 0.2831 0.9972
O -3.2268 2.3321 0.5865
C 1.5327 4.1833 -0.5066
F 2.3660 4.3515 0.4298
F 1.0365 5.3811 -0.9071
F 2.1521 3.5657 -1.5203
S 0.0456 3.1214 0.2041
O -1.1644 3.6429 -0.4209
O 0.2629 1.6355 -0.0211
O 0.0892 3.4466 1.6579
N -1.2431 -2.5202 0.3098
S -1.9116 -3.7147 -0.4732
O -3.2488 -3.4840 -0.9831
O -1.3445 -5.0532 -0.3284
F -0.9179 -3.2748 -1.7095
S -1.6605 -3.3672 1.7918
O -0.5149 -4.0615 2.3450
O -3.0017 -3.7501 2.0499
F -1.5644 -1.9930 2.7174
N -1.2849 -0.2666 -1.9363
S -2.9477 0.2631 -2.2432
O -3.7923 -0.4519 -3.2605
O -3.1596 1.6855 -1.9854
F -3.4813 -0.3582 -0.7935
S -1.0113 -0.3001 -3.4805
O -1.2331 0.8186 -4.3401
O -1.0673 -1.6288 -4.0565
F 0.5628 -0.0827 -3.2168
N 2.0727 -0.7268 -0.7277
S 3.0472 -1.8219 -1.6309
O 3.7805 -2.7986 -0.8665
O 3.6089 -1.4006 -2.9242
F 1.7745 -2.6406 -2.0448
S 3.3705 0.2007 -0.4760
O 3.5857 1.1519 -1.5111
O 4.4734 -0.3304 0.3180
F 2.5802 1.0202 0.6359
C 3.5407 -4.1336 1.9181
N 2.5707 -3.0454 1.6480
O 1.5992 -3.1704 0.9183
O 2.8677 -1.9528 2.0931
H 3.1800 -4.6406 2.8130
H 4.5210 -3.6667 2.0136
H 3.6263 -4.7685 1.0363
C 0.0966 5.0963 -4.5224
N -0.6135 3.9246 -3.8195
O -1.8453 3.8957 -3.7465
O 0.1354 3.0747 -3.3498
H 0.0556 5.9887 -3.8980
H -0.3509 5.2221 -5.5083
H 1.1413 4.8389 -4.6970
*
```

Atom charges from the Mulliken analysis, given in e for atoms 1 to 5:
1. Hf 3.351
2. C 0.553
3. F -0.218
4. F -0.181
5. F -0.228

***

DFT (wB97M-V/def2-TZVPD) results for a cluster of 8 separate species, C6H26NO8 in total at a distorted geometry.

Properties
* gap between HOMO and LUMO: 2.52 eV
* ΔE to the lowest compared entry with this formula, charge and spin: 31.9 kJ/mol

ORCA input file:
```
! wB97M-V def2-TZVPD RIJCOSX def2/J DEFGRID3
* xyz -3 1
N 0.3943 0.0899 -0.4581
H 0.0913 0.0953 -1.4643
H -0.2707 0.5832 0.1947
H 1.3328 0.5875 -0.4261
H 0.5552 -0.8784 -0.1979
O 2.5446 1.8528 -0.4083
H 3.2134 1.4823 -1.0049
O 0.2865 0.6455 -3.2156
H 0.6352 -0.2308 -2.9900
O -1.0812 4.0236 -0.6329
C -2.1553 3.4031 -0.0468
C -1.9118 2.6485 1.3291
O -0.7717 1.8475 1.5601
H -2.6736 2.7726 -0.8075
H -2.9302 4.1943 0.1055
H -2.7921 1.9773 1.4290
H -2.0303 3.4161 2.1145
C 0.3497 -0.7134 3.7424
O -0.9851 -0.3812 3.3694
H 0.5237 -0.2733 4.7266
H 0.3719 -1.8043 3.6468
H 1.0245 -0.2994 2.9889
H -0.9469 0.2804 2.6333
C -3.3484 -0.2687 -1.9378
O -2.0151 -0.7003 -2.0699
H -3.6965 0.0003 -2.9482
H -4.0003 -1.0584 -1.5634
H -3.3530 0.6894 -1.4077
H -1.5240 -0.0106 -2.5768
C 4.0047 -1.0737 -1.0702
O 3.8181 -0.4545 0.1947
H 4.4963 -0.3175 -1.6983
H 4.7288 -1.8856 -0.9558
H 3.1166 -1.3513 -1.6448
H 3.2861 0.3888 -0.0454
C 0.0597 -3.2036 0.5512
O 0.9968 -2.7399 -0.4247
H 0.3246 -2.6922 1.4764
H -0.9543 -2.9068 0.2773
H 0.1307 -4.2831 0.7037
H 1.1553 -3.4510 -1.0481
*
```

Atom charges from the Mulliken analysis, given in e for atoms 1 to 5:
1. N 0.597
2. H -0.059
3. H 0.295
4. H 0.323
5. H 0.216

***

DFT (wB97M-V/def2-TZVPD) results for the ion C6H8N with charge +1 at a distorted geometry.

Properties
* gap between HOMO and LUMO (spin up / spin down): 6.69 / 8.90 eV
* ΔE to the lowest compared entry with this formula, charge and spin: 475.8 kJ/mol

ORCA input file:
```
! wB97M-V def2-TZVPD RIJCOSX def2/J DEFGRID3
* xyz 1 3
C 0.8713 0.5650 0.6173
C -0.2373 -0.1286 1.7393
C 1.4675 -0.4598 1.4771
C 0.4830 -1.4598 1.3892
C -0.6063 -0.9347 0.4390
C -0.8561 0.8621 -1.1888
N 0.0989 -0.0260 -0.5235
H 1.2058 1.4997 0.6035
H 2.2086 -0.2935 2.1536
H 0.2996 -2.3427 1.9711
H -1.4178 -1.4909 0.2491
H -0.4344 1.7890 -1.8616
H -1.4571 0.1243 -1.8873
H -1.5671 1.2290 -0.4934
H 0.7892 -0.3283 -1.2076
*
```

Atom charges from the Mulliken analysis, given in e for atoms 1 to 5:
1. C -0.479
2. C 0.150
3. C -0.762
4. C -0.119
5. C -0.462

***

DFT (wB97M-V/def2-TZVPD) results for the molecule C5H8O at a distorted geometry.

Properties
* SMILES: O[C@H]1C[C@H]2C[C@H]21
* gap between HOMO and LUMO: 10.82 eV
* ΔE to the lowest compared entry with this formula, charge and spin: 206.5 kJ/mol

ORCA input file:
```
! wB97M-V def2-TZVPD RIJCOSX def2/J DEFGRID3
* xyz 0 1
O -0.8634 1.9882 0.0603
C -0.7768 0.6577 0.5068
C -1.0633 -0.7074 -0.3123
C 0.3579 -1.1175 0.0184
C 1.2516 -0.1000 -0.5996
C 0.6339 0.1719 0.7553
H -0.0340 2.1988 -0.3931
H -1.5267 0.5305 1.2760
H -1.3364 -0.6690 -1.3706
H -1.8092 -1.3271 0.2086
H 0.6938 -2.0934 0.3435
H 0.8778 0.4272 -1.4799
H 2.3126 -0.3154 -0.6239
H 1.2820 0.3556 1.6103
*
```

Atom charges from the Mulliken analysis, given in e for atoms 1 to 5:
1. O -0.571
2. C 0.065
3. C -0.827
4. C 0.026
5. C -0.658

***

DFT (wB97M-V/def2-TZVPD) results for a structure of composition C29H40AsBN6O2PdSSi2.

Properties
* gap between HOMO and LUMO: 6.55 eV
* ΔE to the lowest compared entry with this formula, charge and spin: 0.0 kJ/mol

ORCA input file:
```
! wB97M-V def2-TZVPD RIJCOSX def2/J DEFGRID3
* xyz 0 1
Pd -0.7966 -1.7863 0.3576
N -2.3810 -5.8613 1.2123
C -1.3647 -5.0865 0.8055
N -1.7708 -3.8414 0.7580
C -3.0744 -3.9089 1.1453
N -3.4824 -5.1240 1.4341
C -3.9180 -2.7091 1.2085
C -5.2719 -2.7431 1.5285
N -6.0073 -1.6384 1.5570
C -5.3924 -0.4990 1.2564
C -4.0405 -0.4563 0.9381
N -3.3099 -1.5628 0.9240
H -2.4026 -6.8570 1.3499
H -0.3818 -5.4482 0.5518
H -5.7625 -3.6800 1.7629
H -5.9892 0.4053 1.2677
H -3.5261 0.4655 0.6902
S -0.7980 -1.4540 5.2171
C -1.4132 -1.4282 3.6038
N -0.5537 -1.5945 2.6608
C 0.7274 -1.7602 3.1814
C 1.8870 -1.9575 2.4296
C 3.0815 -2.1062 3.1002
C 3.1385 -2.0590 4.5004
C 2.0010 -1.8631 5.2546
C 0.7918 -1.7137 4.5779
H -2.4663 -1.2703 3.4159
H 1.8185 -1.9780 1.3488
H 3.9938 -2.2558 2.5379
H 4.0923 -2.1761 4.9984
H 2.0463 -1.8243 6.3347
C 3.2686 -0.1187 -2.0151
Si 1.5915 -0.3526 -2.8441
C 1.9292 -0.9861 -4.5850
C 0.8024 1.3413 -3.0424
As 0.4439 -2.0712 -1.7218
Si -1.3175 -2.3708 -3.2403
C -0.7766 -3.5629 -4.5942
C -2.0047 -0.8293 -4.0735
C -2.7890 -3.1639 -2.3707
H 4.0246 0.1160 -2.7705
H 3.5848 -1.0198 -1.4867
H 3.2468 0.7031 -1.2980
H 2.6161 -0.2916 -5.0790
H 1.0263 -1.0511 -5.1952
H 2.4017 -1.9706 -4.5702
H 1.5427 2.0149 -3.4867
H 0.4847 1.7786 -2.0978
H -0.0672 1.3102 -3.7013
H 0.0776 -3.1790 -5.1549
H -1.5936 -3.7393 -5.3006
H -0.4824 -4.5235 -4.1653
H -1.2745 -0.3180 -4.7024
H -2.3707 -0.1143 -3.3326
H -2.8460 -1.1225 -4.7098
H -2.5451 -4.1415 -1.9472
H -3.6010 -3.3027 -3.0914
H -3.1482 -2.5176 -1.5659
C 1.8784 6.1861 2.2941
C 2.3485 5.4022 1.0610
C 2.3883 6.3400 -0.1537
C 3.7704 4.9068 1.3262
C 1.3791 4.2510 0.7830
C 0.0359 4.5364 0.5227
C -0.9056 3.5472 0.2492
C -0.4598 2.2460 0.2427
O -1.1494 1.0877 -0.0168
B -0.2044 0.0346 0.0943
O 1.0491 0.5914 0.4106
C 0.8649 1.9469 0.4963
C 1.8014 2.9180 0.7705
H 2.5540 7.0223 2.4899
H 1.8634 5.5432 3.1764
H 0.8749 6.5899 2.1552
H 3.0899 7.1586 0.0243
H 1.4092 6.7751 -0.3580
H 2.7086 5.8004 -1.0469
H 4.4194 5.7604 1.5304
H 4.1800 4.3764 0.4641
H 3.8107 4.2431 2.1923
H -0.2939 5.5677 0.5265
H -1.9388 3.7898 0.0389
H 2.8267 2.6339 0.9603
*
```

Atom charges from the Mulliken analysis, given in e for atoms 1 to 5:
1. Pd -0.516
2. N 0.049
3. C -0.535
4. N 0.465
5. C 0.169

***

DFT (wB97M-V/def2-TZVPD) results for a structure of composition C8H10HgN at a distorted geometry.

Properties
* gap between HOMO and LUMO: 5.39 eV

ORCA input file:
```
! wB97M-V def2-TZVPD RIJCOSX def2/J DEFGRID3
* xyz 1 1
C -2.8089 1.0441 0.3739
C -1.5613 0.2282 0.1525
C -1.6423 -1.1746 0.0678
C -0.5089 -1.9495 -0.1059
C 0.7363 -1.3507 -0.2168
C 0.8185 0.0487 -0.1434
C 2.1732 0.6289 -0.2622
N 2.8407 0.1267 -1.3507
C -0.3273 0.8360 0.0367
H -3.5146 0.4764 0.9791
H -3.3067 1.2686 -0.5700
H -2.5613 1.9684 0.8908
H -2.6028 -1.6658 0.1512
H -0.6079 -3.0264 -0.1339
H 1.6329 -1.9481 -0.3335
H 2.1810 1.7371 -0.3249
H 2.8728 0.4189 0.6692
H 2.1704 -0.0244 -2.1161
H -0.2422 1.9146 0.0864
Hg 4.2585 0.4428 2.1497
*
```

Atom charges from the Mulliken analysis, given in e for atoms 1 to 5:
1. C -1.384
2. C 0.591
3. C -0.558
4. C -0.631
5. C -0.413